(P)
24
Properties=species:S:1:pos:R:3 method="wB97M-V/def2-TZVPD" e_lumo_ev=0.861 orbital_gap_ev=9.198 multiplicity=1 homo_energy_ev=-8.3369
C -3.02097 -2.66126 -2.79714
C -1.82417 -2.20050 -1.93936
H -2.93582 -2.49016 -3.86778
H -3.18553 -3.72686 -2.62386
H -3.95771 -2.25274 -2.42864
H -0.93332 -2.15948 -2.56719
H -1.70227 -2.77925 -1.03342
H -1.93311 -1.12891 -1.81704
C 1.29260 0.12564 -1.99102
C -0.21866 0.68473 -0.12359
C 1.10193 0.61091 -0.57765
C -0.56207 0.78525 1.20849
C 0.45651 1.01328 2.12963
C 2.08989 0.77163 0.37111
C 1.77634 0.99788 1.70540
O 0.23293 1.29272 3.45186
H -0.98372 0.62134 -0.87127
H -1.61636 0.76535 1.49692
H 1.10071 -0.93914 -1.93264
H 2.31416 0.27921 -2.34251
H 3.13196 0.73062 0.06960
H -0.68102 1.05203 3.70009
H 2.52907 1.03670 2.47448
H 0.63021 0.56588 -2.73122

(Q)
24
Properties=species:S:1:pos:R:3 method="wB97M-V/def2-TZVPD" e_lumo_ev=0.863 orbital_gap_ev=9.130 multiplicity=1 homo_energy_ev=-8.2673
C 2.25046 -0.25168 -1.99917
C 1.50527 0.96033 -2.54621
H 1.92325 -0.67502 -1.07213
H 2.30006 -0.93291 -2.85684
H 3.32222 -0.02233 -1.87812
H 1.85635 1.32125 -3.52612
H 1.73651 1.87777 -1.99899
H 0.44036 0.73032 -2.54009
C -1.41536 -2.63559 -0.23718
C -1.08039 1.04872 0.13534
C -1.63150 -0.15789 -0.26512
C -0.04515 1.14452 1.05958
C -1.16884 -1.29357 0.39492
C 0.32233 0.01070 1.82215
C -0.35110 -1.17504 1.52294
O 0.68306 2.25932 1.32566
H -1.50078 1.97321 -0.27268
H -2.45031 -0.16737 -0.95294
H 0.39572 3.02003 0.84096
H 0.81118 0.25358 2.74593
H -1.91113 -3.37207 0.39109
H -0.51593 -3.15284 -0.62387
H -0.02710 -2.06095 2.06546
H -1.96486 -2.53414 -1.17190

(R)
24
Properties=species:S:1:pos:R:3 method="wB97M-V/def2-TZVPD" e_lumo_ev=0.870 orbital_gap_ev=9.776 multiplicity=1 homo_energy_ev=-8.9062
C -1.53224 -0.68775 -3.49185
C -0.96309 -0.74075 -2.07445
O -1.84969 0.65936 -3.86393
H -0.80827 -1.10462 -4.18949
H -2.51242 -1.14728 -3.55455
H -0.63906 0.23509 -1.70412
H -1.12767 1.19987 -4.18557
H -0.04632 -1.31999 -1.95429
H -1.72320 -1.05198 -1.37811
C -1.56538 -0.34970 2.11413
C 2.02515 -0.80697 1.02648
C 0.66759 -1.02048 1.20388
C 2.55094 0.41127 1.42830
C -0.18562 -0.01749 1.65312
C 1.73327 1.43352 1.91541
C 0.36872 1.26178 1.85600
H 2.65957 -1.54592 0.57189
H 0.19978 -1.93882 1.02172
H 3.55925 0.64576 1.12676
H 2.13108 2.38156 2.23211
H -2.26351 0.48178 2.00143
H -1.59083 -0.67191 3.15410
H -0.40519 2.00387 2.03361
H -2.01380 -1.17103 1.54872

(S)
24
Properties=species:S:1:pos:R:3 method="wB97M-V/def2-TZVPD" e_lumo_ev=0.938 orbital_gap_ev=9.536 multiplicity=1 homo_energy_ev=-8.5984
C 2.26733 1.59555 -1.65569
C 1.48229 1.05265 -0.49768
C 1.67893 -0.29785 -0.43243
C 0.55018 1.67179 0.34102
C 1.16864 -0.96371 0.80061
C 0.10662 1.09972 1.48840
C 0.51676 -0.22960 1.78275
H 2.84872 0.94207 -2.37062
H 2.98850 2.33289 -1.25113
H 2.10740 -0.89355 -1.26861
H 0.05678 2.68401 -0.14054
H 1.45629 -1.87165 1.03169
H -0.41796 1.64685 2.24477
H 0.15412 -0.56008 2.74047
H 1.58252 2.18356 -2.34337
C -1.72548 -0.53070 -0.20332
C -1.97673 -1.88956 0.40735
O -2.81401 -0.19547 -0.99415
H -1.66046 0.41984 0.54197
H -0.88307 -0.36517 -0.82398
H -1.73455 -2.62114 -0.29161
H -3.36749 -1.07792 -1.14309
H -3.06104 -1.97940 0.68549
H -1.32429 -2.15310 1.35167

Which is most stable, and by how much? (P), by 0.0134 hartree.

(P)
24
Properties=species:S:1:pos:R:3 method="wB97M-V/def2-TZVPD" e_lumo_ev=0.948 orbital_gap_ev=9.924 multiplicity=1 homo_energy_ev=-8.9759
C -0.50393 0.35311 -2.03952
C -1.08980 2.50733 -0.79434
C -0.24243 1.41815 -1.02382
C -0.96583 3.25561 0.36329
C -0.11980 2.86018 1.38868
C 0.75180 1.16587 -0.08722
C 0.76434 1.81460 1.13813
H -1.69618 2.86014 -1.61600
H -1.64095 4.07190 0.52736
H -0.85294 -0.50868 -1.47540
H 0.35427 0.01775 -2.63598
H -0.12433 3.35117 2.34800
H 1.49084 0.39269 -0.25174
H 1.40397 1.47591 1.94711
H -1.21834 0.57378 -2.82670
C -0.23479 -2.73544 0.24968
C 0.90644 -2.54899 1.23233
O 0.16998 -3.58696 -0.82825
H -1.12565 -3.12837 0.75178
H -0.49734 -1.82654 -0.27009
H 1.12201 -3.48634 1.76073
H 0.87242 -4.20521 -0.55355
H 0.63000 -1.78538 1.95199
H 1.84625 -2.30629 0.74352

(Q)
24
Properties=species:S:1:pos:R:3 method="wB97M-V/def2-TZVPD" e_lumo_ev=0.906 orbital_gap_ev=9.491 multiplicity=1 homo_energy_ev=-8.5850
C 0.69360 2.81783 0.01896
C -0.02280 0.51285 -0.63652
C -0.23753 1.87123 -0.69088
C -0.78454 -0.42004 -1.33788
C -1.27899 2.36854 -1.49409
C -1.87852 0.09751 -2.02248
C -2.09073 1.46647 -2.15493
O -2.64522 -0.82248 -2.69856
H 0.77330 0.13876 0.05057
H -0.41008 -1.42197 -1.42555
H 0.41236 3.85443 0.10777
H 1.65338 2.65481 -0.56555
H -1.59535 3.39200 -1.52827
H -2.83558 1.86001 -2.84428
H -3.55381 -0.88152 -2.39339
H 0.83852 2.46661 1.04542
C 1.22727 -2.36568 2.95301
C 2.04128 -2.66589 1.65780
H 0.12139 -2.39120 2.86988
H 1.47217 -3.10519 3.67833
H 1.44807 -1.37599 3.29070
H 1.32958 -2.58190 0.83159
H 2.54863 -3.60649 1.65302
H 2.77360 -1.86270 1.63532

Which is most stable, and by how much? (P), by 0.0058 hartree.

(P)
12
Properties=species:S:1:pos:R:3 method="wB97M-V/def2-TZVPD" e_lumo_ev=-0.022 orbital_gap_ev=8.162 multiplicity=1 homo_energy_ev=-8.1847
C 0.50586 -1.30418 -0.08628
C -1.14464 0.96230 0.46541
C -0.46973 -0.65220 -0.95814
C 0.73968 0.13142 -0.50766
N 0.26233 1.19494 0.30655
I 1.33253 1.55186 2.08693
H 0.26724 -1.54831 0.93759
H 1.17725 -2.01428 -0.54974
H -1.75513 1.67722 -0.06154
H -1.55198 0.49406 1.34739
H -0.97364 -0.85665 -1.87180
H 1.61022 0.36381 -1.10871

(Q)
12
Properties=species:S:1:pos:R:3 method="wB97M-V/def2-TZVPD" e_lumo_ev=0.602 orbital_gap_ev=9.994 multiplicity=1 homo_energy_ev=-9.3924
C -1.52088 1.38551 -0.95561
C -1.68313 0.32071 -0.46325
C 1.05984 0.56635 -0.04007
C 0.98912 -0.78301 -0.86330
N 1.47887 -0.88969 0.23037
I -0.24256 -2.15000 2.97661
H -1.39074 2.35375 -1.45334
H 0.79703 -1.46431 1.83528
H -1.83770 -0.27181 0.34682
H 1.79122 1.36076 -0.20881
H 0.05610 0.91741 0.16858
H 0.50286 -1.34567 -1.57330

Which is most stable, and by how much? (P), by 0.0401 hartree.

(P)
13
Properties=species:S:1:pos:R:3 method="wB97M-V/def2-TZVPD" e_lumo_ev=-0.075 orbital_gap_ev=9.534 multiplicity=1 homo_energy_ev=-9.6094
C -1.33780 -0.20787 -0.03211
C -2.18400 0.49604 0.84996
C -0.45203 0.87302 -0.65222
C 1.52302 -0.63269 -0.08579
H -2.84933 -0.15475 1.43661
H -2.08134 1.48949 1.00880
H 1.69766 1.24101 -0.51855
H 1.02612 -1.35001 0.44894
H 3.35199 -1.68093 0.23670
N 0.95830 0.72668 -0.18872
N 2.74160 -0.94702 -0.33096
O -0.75176 1.93147 -1.33486
Cl -1.64241 -1.78444 -0.83779

(Q)
13
Properties=species:S:1:pos:R:3 method="wB97M-V/def2-TZVPD" e_lumo_ev=0.716 orbital_gap_ev=9.289 multiplicity=1 homo_energy_ev=-8.5722
C -0.58914 -0.17046 0.12039
C -0.28001 2.04418 -0.03120
C 0.96935 1.40060 -0.24815
C 0.81881 0.12383 -0.23388
H -2.59258 -2.08064 0.51492
H -2.23725 1.38186 -0.31079
H -0.12180 2.64358 0.89530
H -0.48784 2.67090 -0.78323
H 1.93320 1.99936 0.05615
N -1.16178 -1.32768 -0.07423
N -1.30834 1.10480 0.37041
O -2.50574 -1.13800 -0.16896
Cl 2.07817 -0.96116 0.07430

Which is most stable, and by how much? (P), by 0.0593 hartree.

(P)
6
Properties=species:S:1:pos:R:3 method="wB97M-V/def2-TZVPD" e_lumo_ev="-1.289 / -1.297" orbital_gap_ev="7.870 / 7.865" multiplicity=1 homo_energy_ev="-9.1584 / -9.1621"
C -1.02195 0.54553 0.68486
O 1.43990 -1.13038 -0.60996
Br -1.88559 2.04183 1.02620
H -0.29967 0.66842 -0.12323
H 0.70482 -1.45168 -1.11042
H 1.06248 -0.67371 0.13255

(Q)
6
Properties=species:S:1:pos:R:3 method="wB97M-V/def2-TZVPD" e_lumo_ev=0.299 orbital_gap_ev=9.779 multiplicity=1 homo_energy_ev=-9.4803
C 0.02612 0.22839 0.52987
O 0.47235 0.03636 -1.02502
Br -0.63038 -0.81317 -2.06903
H 1.01142 0.28040 1.05558
H -0.21374 -0.70562 0.80708
H -0.66577 0.97364 0.70151

(R)
6
Properties=species:S:1:pos:R:3 method="wB97M-V/def2-TZVPD" e_lumo_ev="0.055 / -2.393" orbital_gap_ev="10.500 / 6.373" multiplicity=1 homo_energy_ev="-10.4452 / -8.7657"
C 0.17093 0.04401 0.02818
O -3.26273 -1.22480 -0.00311
Br -4.18350 0.19309 -0.00344
H -0.75490 -0.49552 0.30371
H 0.04622 1.05411 -0.26748
H 1.04903 -0.60885 -0.07563

Which is most stable, and by how much? (Q), by 0.0478 hartree.

(P)
22
Properties=species:S:1:pos:R:3 method="wB97M-V/def2-TZVPD" e_lumo_ev=0.336 orbital_gap_ev=9.012 multiplicity=1 homo_energy_ev=-8.6751
C -1.36807 -0.69426 0.65932
C -1.79623 -0.10975 -0.69632
C -2.88385 0.90566 -0.33688
N -0.37467 -1.78057 0.40888
H -2.19275 -0.99278 1.31722
H -0.73872 0.20184 1.06475
H -1.94709 -0.69148 -1.56367
H -0.93163 0.44810 -1.03312
H -3.82868 0.47782 0.12990
H -3.00045 1.52434 -1.21877
H -2.57810 1.52406 0.41936
H 0.36983 -1.50318 -0.25872
H -0.75062 -2.73640 0.26635
H 2.84344 -0.14034 -1.54403
H 2.57064 -0.64358 -2.92310
O 2.15911 -0.32331 -2.12456
H 2.12534 -0.31356 3.15186
H 1.96870 -0.98404 1.77087
O 2.57043 -0.52938 2.40015
H 1.30638 2.78961 -0.62113
H 0.89210 1.32206 -0.44365
O 0.62086 2.29913 -0.16722

(Q)
22
Properties=species:S:1:pos:R:3 method="wB97M-V/def2-TZVPD" e_lumo_ev=0.504 orbital_gap_ev=9.455 multiplicity=1 homo_energy_ev=-8.9509
C -1.02930 -1.58564 -1.92714
N -0.58257 -0.40391 -1.20233
C 0.18171 0.49494 -2.03959
C -1.61899 0.16157 -0.38164
H -0.52005 -2.48338 -1.52981
H -0.64903 -1.60183 -2.95206
H -2.07257 -1.90258 -1.94001
H -0.19968 0.53954 -3.04673
H 0.13029 1.51756 -1.67783
H 1.19884 0.12102 -2.11976
H -1.22650 0.84446 0.37554
H -2.06651 -0.60761 0.23798
H -2.41627 0.67111 -0.91725
H 0.25695 -0.26887 2.94166
H -0.81003 -0.63370 1.66340
O -0.59927 -0.29494 2.52734
H 2.63791 -1.79987 0.19130
H 1.30381 -1.07878 0.58468
O 2.13199 -1.43833 0.92115
H 0.22384 2.78441 1.54850
H 1.48378 2.33815 0.84761
O 1.17370 2.94324 1.53118

Which is most stable, and by how much? (Q), by 0.0030 hartree.